87
Properties=species:S:1:pos:R:3:forces:R:3:lowdin_spin:R:1 method="wB97M-V/def2-TZVPD" total_energy_ev=-252844.163 charge=-1 spin_multiplicity=3 gap_ha="0.2596 / 0.2750" largest_force_ev_per_a=0.5
H -5.57394 -2.78516 1.85649 0.0085 0.0359 -0.0427 0.000
As 3.64338 0.37736 1.09751 0.0557 0.0041 -0.0304 0.000
F -6.72515 -2.33307 -0.74596 0.0679 0.0044 0.0209 0.000
O -2.57638 -2.87387 -2.47583 -0.1458 -0.0464 -0.0470 0.028
C 0.21395 1.03438 1.20764 0.0609 0.0153 0.0364 0.009
C -1.65801 -1.99240 -2.01214 0.2045 0.0293 -0.2596 0.125
O -2.98691 1.43291 0.67287 0.0192 0.1370 0.0418 0.009
F -4.70621 -3.09083 -0.77604 0.0259 -0.0341 0.0812 0.003
S -1.92575 -5.39591 -0.54251 -0.0497 0.0644 -0.0154 0.001
S -4.14919 0.75955 1.20010 0.0615 0.1266 0.2443 0.002
H 1.37695 1.74637 -4.75881 -0.0022 0.0010 0.0064 0.000
C 0.72545 1.90546 -3.90849 0.0136 -0.0174 0.0039 0.000
C 6.12985 -0.88776 0.35489 0.0035 0.0134 0.0076 0.000
H 2.74342 2.32982 -1.17643 0.0041 0.0156 0.0178 0.000
C -5.44038 -3.38729 2.75103 -0.1157 0.0164 -0.0016 0.002
H 2.39727 4.74149 -1.25631 0.0019 -0.0010 0.0061 0.000
H -3.19143 -4.05328 -3.99821 -0.0205 -0.0054 0.0248 0.001
C -3.24811 -6.46377 -0.28554 0.0943 -0.1517 0.1878 0.001
H 1.24463 -1.57962 -1.35426 -0.0105 -0.0127 -0.0373 0.000
F -5.64484 -2.43550 -2.61702 0.0128 0.0229 -0.0118 0.000
O -6.11437 0.33675 -1.22866 0.0253 0.0680 -0.0200 0.002
C 3.34464 4.45760 1.98151 -0.0053 -0.0239 -0.0019 0.000
H 1.39461 -1.67562 0.36448 -0.0050 0.0087 0.0260 0.000
H 8.00625 2.25144 -0.84455 -0.0044 0.0007 0.0002 0.000
H 3.54704 -1.16182 -0.80425 -0.0274 -0.0240 -0.0111 0.000
C 7.42554 -1.00188 -0.12717 -0.0141 -0.0059 0.0060 0.000
H 0.48575 2.76766 4.66424 0.0015 -0.0133 -0.0002 0.000
H 5.70217 2.44647 -0.00432 0.0111 0.0082 -0.0109 0.000
H -2.01421 -2.79380 -4.47822 -0.0118 0.0208 -0.0098 0.001
S -3.56510 -7.80049 -1.19804 -0.0424 0.0548 -0.0688 0.000
H -0.13564 3.01759 0.44834 0.0022 -0.0158 0.0073 0.000
C -2.22420 -4.27198 0.77135 0.1738 -0.0140 -0.3006 0.008
C -2.28667 -3.52133 -3.71539 0.0658 -0.0048 0.0082 0.012
C 2.92633 2.91073 -0.28135 -0.0095 0.0135 0.0153 0.000
C 0.46878 0.28766 2.35918 -0.0457 0.0249 0.0217 0.006
H -1.71603 2.34243 -0.95872 0.0041 -0.0001 -0.0037 0.000
P -0.04355 0.07192 -0.32156 -0.2677 0.0281 0.0979 0.045
H -0.24564 3.61632 -4.76665 -0.0011 -0.0058 0.0061 0.000
C 2.72659 4.28319 -0.33155 -0.0046 0.0033 0.0289 0.000
C 0.05477 2.41249 1.32331 0.0173 0.0258 0.0097 0.006
H 5.61533 -1.77625 0.70703 -0.0080 -0.0028 -0.0026 0.000
C 3.32676 2.29465 0.90193 -0.0165 0.0101 -0.0420 0.000
Ni -2.04591 -1.19454 -0.24257 0.3026 -0.2887 -0.3273 1.511
C 0.58178 0.90802 3.59433 -0.0137 -0.0029 0.0047 -0.001
O -0.64139 -1.79074 -2.65808 -0.0770 -0.0132 0.0787 0.029
C -3.58214 0.14068 2.84109 0.0165 0.0225 0.0324 0.001
H 0.55203 -0.79255 2.30337 -0.0036 0.0089 -0.0016 0.000
O -5.32358 1.51883 1.49107 -0.0163 0.0535 -0.0498 0.001
H 3.82123 2.61538 2.96570 0.0003 -0.0114 -0.0048 0.000
H -5.76477 -2.80640 3.61358 0.0157 -0.0236 -0.0099 0.000
H -1.46479 -4.22837 -3.59361 0.0132 0.0098 -0.0046 0.001
S -4.16365 -6.03101 1.11252 -0.0292 0.0304 -0.0369 0.007
C 0.14678 3.02843 2.56153 0.0097 0.0083 -0.0203 0.000
C 2.93781 5.06069 0.80049 -0.0017 -0.0259 -0.0130 0.000
H 9.11805 0.04250 -0.93704 -0.0054 0.0037 0.0056 0.000
C 3.52968 3.08149 2.03088 0.0028 0.0357 0.0100 0.000
H -6.04261 -4.29240 2.69372 0.0376 -0.0224 -0.0191 0.000
S -4.93495 -0.45652 -1.07827 0.0177 -0.0423 -0.0542 0.004
C 7.48113 1.36504 -0.51004 -0.0104 -0.0216 0.0042 0.000
O -3.82221 -0.22646 -1.96481 -0.2917 -0.0070 -0.0136 0.027
C -0.99592 2.24508 -1.76052 0.0387 -0.0238 -0.0443 0.005
C 5.48531 0.34832 0.39712 -0.0138 0.0096 -0.0208 0.000
C 0.41483 2.28083 3.69924 0.0010 -0.0078 -0.0100 0.006
H 3.50289 5.05449 2.87152 -0.0005 -0.0011 -0.0069 0.000
C 8.10570 0.12765 -0.56202 -0.0035 0.0144 0.0009 0.000
C 2.84778 -0.35813 -0.55792 0.0942 -0.0175 0.0154 0.002
F -4.53704 -0.54706 3.46492 -0.0114 -0.0247 -0.0274 0.000
C 6.17913 1.47487 -0.03518 -0.0121 -0.0239 0.0132 0.000
C -1.05933 3.10577 -2.84719 -0.0088 -0.0092 0.0269 0.000
N -4.39889 -0.61611 0.42975 0.1637 -0.0215 0.0341 0.007
C -3.27604 -4.58784 1.54869 -0.0442 0.0038 0.0861 0.027
H 0.01622 4.10111 2.63424 -0.0004 -0.0111 -0.0072 0.000
C -0.19002 2.94797 -3.91616 0.0024 0.0027 -0.0080 0.004
S -3.69095 -3.74450 3.02276 -0.0238 -0.0235 0.1009 0.005
C 0.79411 1.04493 -2.82306 -0.0095 0.0039 0.0141 0.004
S -1.08599 -2.95373 0.90926 -0.0525 -0.0096 0.3730 0.084
H 2.77925 6.13140 0.76212 0.0008 -0.0053 0.0004 0.000
H 2.94347 0.36745 -1.36371 -0.0193 0.0051 0.0338 0.000
C 1.45165 -0.97343 -0.47044 -0.0125 0.0048 -0.0053 0.003
C -5.52151 -2.19819 -1.31297 -0.0987 -0.0313 -0.0773 0.000
H -1.80906 3.88682 -2.86466 0.0051 -0.0063 0.0040 0.000
H 7.90597 -1.97215 -0.15756 -0.0027 0.0057 -0.0008 0.000
F -2.49363 -0.60826 2.73591 -0.0376 0.0079 -0.0011 0.005
F -3.29191 1.21571 3.58084 0.0034 -0.0212 -0.0284 0.000
H 1.47141 0.20377 -2.85677 -0.0019 0.0021 -0.0197 0.000
H 0.78099 0.31025 4.47511 -0.0007 0.0102 -0.0072 0.000
C -0.03866 1.22829 -1.72111 -0.0500 0.0796 -0.0074 0.006



85
Properties=species:S:1:pos:R:3:forces:R:3:lowdin_spin:R:1 method="wB97M-V/def2-TZVPD" total_energy_ev=-169098.883 charge=-1 spin_multiplicity=6 gap_ha="0.2263 / 0.2116" largest_force_ev_per_a=0.3 relative_energy_kj_mol=0.00
C -4.15527 2.57533 -4.84872 0.0379 -0.0022 -0.0512 0.082
H -3.89035 0.72805 -1.99131 0.0266 0.0118 -0.0534 0.003
C -2.61262 4.66576 -1.35438 0.0722 0.0405 0.0427 0.127
F 5.60756 3.38210 0.84943 -0.0103 -0.0058 -0.0060 0.000
C -5.96323 0.62219 -5.67124 -0.0164 -0.0027 0.0032 -0.011
C -1.73981 -3.32744 3.87376 0.0481 -0.0049 -0.0121 0.027
H -3.98974 -6.01287 0.16142 -0.0057 0.0027 -0.0015 0.001
H -3.35865 2.46006 -6.83576 0.0108 -0.0097 -0.0001 -0.002
N -4.39874 3.44008 -2.25475 0.0143 0.3050 0.0062 0.562
H -0.05071 -0.71947 -0.75130 -0.0156 -0.0177 0.0115 -0.001
C -0.55864 3.64081 -0.58684 -0.0007 -0.0921 0.0444 0.129
C -2.03833 -0.15765 -1.41906 0.0313 0.0126 0.0012 0.034
H -6.75880 0.74972 -3.68025 0.0078 -0.0209 0.0075 0.004
H -2.79829 -7.27395 0.45596 -0.0012 -0.0057 -0.0033 0.001
C 1.90637 2.81108 3.03237 -0.0970 0.2336 -0.0601 0.007
C -2.42374 2.21491 -1.44391 -0.0463 -0.0172 -0.0731 0.050
H -2.61064 -3.83060 4.29196 -0.0082 -0.0003 0.0053 0.001
H 2.09454 1.79206 7.03084 0.0104 -0.0005 0.0083 0.000
F 3.59089 2.78643 -1.59040 0.0200 0.0021 0.0507 0.013
H 6.12410 -1.97719 1.53286 0.0084 0.0049 -0.0041 0.000
H -3.20813 5.54930 -1.54343 -0.0106 0.0071 0.0144 0.007
Br -4.90348 0.41877 -8.30609 -0.0106 0.0054 -0.0254 0.020
C -0.25562 -3.47715 1.82315 0.0019 0.0284 -0.0401 0.074
H 1.19052 -2.41756 -0.42741 0.0058 -0.0352 0.0100 0.007
C -2.94592 -6.28892 0.00765 -0.0053 0.0259 -0.0011 0.003
H 1.82571 0.09311 6.59627 0.0025 -0.0043 0.0025 0.000
C -1.40853 -3.87268 2.51099 -0.0483 0.0212 -0.0194 0.026
O 1.91776 -0.07733 -2.21907 -0.0835 -0.0024 -0.0386 0.018
H -1.94270 -2.25587 3.82063 -0.0021 0.0010 0.0064 0.001
C -5.10402 2.07878 -3.94315 0.0268 0.0285 0.1367 0.030
C 1.22031 -3.49225 -0.23729 -0.0433 -0.0516 0.0561 0.036
O 3.10185 -0.01933 2.17353 0.0422 0.0970 0.0673 0.032
C -4.99740 1.10951 -6.54200 -0.0066 -0.0036 0.0178 0.086
H 2.27116 3.65202 2.45637 0.0266 -0.0115 -0.0085 0.001
C 3.31305 -0.32074 0.99760 -0.0783 -0.0228 -0.0829 0.024
N 0.92350 0.67419 4.36174 -0.0687 0.0144 0.0669 0.023
H 3.40385 0.85942 6.30842 0.0101 0.0039 -0.0022 0.000
C 4.67423 -1.52315 -0.56997 -0.0041 -0.0377 0.0182 0.000
C 5.54554 -1.06340 1.66621 -0.0151 -0.0398 0.0151 0.000
C 0.51767 1.01617 3.13502 0.0235 -0.0831 -0.0528 0.041
C -1.12516 2.36383 -0.93263 0.0410 0.0171 0.1087 0.041
H -0.90631 -3.45585 4.56976 -0.0046 -0.0346 0.0083 0.017
H 2.14373 -3.68847 0.31545 0.0051 -0.0045 -0.0010 0.016
C 2.66200 -0.44250 -1.31548 0.0484 -0.0014 0.0801 0.005
C -2.01802 -5.27846 0.62622 0.0031 -0.0152 -0.0080 0.018
S -0.69557 0.00683 2.37232 0.0371 -0.0663 0.0810 0.483
C -4.09890 2.08626 -6.14195 -0.0254 0.0388 0.0305 -0.011
H -3.45772 3.33421 -4.52220 0.0160 -0.0006 -0.0073 0.008
N -5.16442 2.44853 -2.60803 -0.0594 -0.1113 -0.1602 0.525
N 4.47205 -1.03374 0.68791 -0.0675 -0.0579 0.0355 0.001
F 5.14170 1.57525 -0.44888 0.0120 0.0161 0.0013 0.000
C -0.74683 0.08008 -0.94413 -0.0202 -0.0563 -0.0120 -0.014
C -2.26960 -4.77240 1.89583 -0.0014 -0.0076 0.0130 -0.003
N 2.44434 -0.02173 -0.00948 0.2294 0.1343 -0.1412 0.001
H -2.36014 -1.17515 -1.58892 -0.0038 -0.0151 0.0205 0.003
H 1.28839 -3.99872 -1.19891 0.0019 0.0046 -0.0108 0.002
H -6.66008 -0.13467 -6.00365 -0.0066 -0.0002 -0.0035 -0.002
C -0.88126 -4.84722 -0.04310 -0.0197 -0.0095 0.0108 -0.003
F 5.76722 3.55533 -1.44934 -0.0107 -0.0165 -0.0086 0.000
C 0.01044 -3.94926 0.53433 0.0255 0.0140 -0.0542 0.027
C -2.87761 0.90203 -1.65953 0.0402 0.0125 0.0449 -0.007
C 2.32399 1.01338 6.30121 0.0007 -0.0108 -0.0226 0.000
H -3.16571 -5.08234 2.42375 -0.0014 -0.0134 0.0069 0.000
F 4.06951 4.60664 -0.29836 -0.0125 -0.0044 -0.0117 0.000
H 5.11410 -1.04455 2.66184 0.0065 -0.0103 -0.0025 0.000
H 6.19571 -0.19500 1.54208 -0.0143 0.0098 0.0103 0.000
O 0.62386 3.68454 -0.08278 0.0415 0.0745 -0.0588 0.176
Rh 1.47101 1.83702 0.05988 0.1454 -0.0048 0.0485 0.870
H -0.94748 5.74266 -0.54614 0.0129 0.0136 -0.0244 -0.004
C 1.85980 1.42462 4.93468 0.0362 0.0272 0.0287 0.003
C -1.35564 4.77666 -0.81161 -0.0742 0.0403 -0.0278 0.003
H 5.58930 -2.08612 -0.70452 0.0078 0.0164 -0.0007 0.000
C 3.79066 -1.33147 -1.55385 0.0167 0.0767 -0.0218 0.000
N 0.99396 2.04887 2.43276 0.0508 -0.2026 -0.0871 0.082
H 3.12861 3.16895 4.75937 0.0041 0.0049 0.0052 0.001
C -3.19630 3.42032 -1.70235 -0.0805 -0.2269 0.0345 0.057
N -0.31606 1.29483 -0.69262 -0.0367 0.0977 0.0244 0.051
C 2.37378 2.54698 4.30007 -0.0337 -0.0390 0.0316 0.016
C -6.01768 1.11075 -4.38129 -0.0029 -0.0507 0.0011 0.074
P 4.64014 3.11428 -0.40833 0.0807 -0.0054 0.0323 0.001
F 3.45060 2.62855 0.70454 -0.2050 -0.0913 -0.1202 0.004
H -0.67995 -5.21548 -1.04341 0.0082 -0.0050 -0.0057 0.000
Te 1.09443 -2.13405 2.71242 -0.0355 0.0816 0.0928 1.100
H -2.77099 -6.38115 -1.06374 -0.0030 0.0020 -0.0054 0.000
H 3.94683 -1.71536 -2.54905 -0.0013 0.0050 -0.0121 0.000